A molecular structure, C32H26BrClCrO5PS2 in a non-equilibrium geometry. Source: OMol25; level of theory: the ωB97M-V functional and the def2-TZVPD basis.

Cartesian coordinates (Å):
Cr -0.30015 0.67826 -1.21551
Cl 3.27206 -0.03841 -1.13921
C 3.46099 0.72920 0.40089
C 4.71219 1.23146 0.71714
C 4.93779 1.77620 1.96938
C 3.91573 1.79042 2.90408
C 2.66573 1.29143 2.57089
C 2.40090 0.77014 1.30136
P 0.71704 0.13212 0.88539
C 0.79367 -1.64472 1.25645
C -0.37578 -2.38672 1.07048
C -0.40450 -3.73145 1.40502
C 0.73246 -4.34428 1.91660
C 1.89854 -3.61321 2.09150
C 1.93269 -2.26426 1.75928
C -0.23264 0.84392 2.27905
C -0.69035 0.08867 3.34951
C -1.33051 0.70868 4.41559
C -1.51153 2.08219 4.41640
C -1.04101 2.84493 3.35310
C -0.39987 2.23041 2.29193
H 5.50159 1.17820 -0.02004
H 5.91336 2.17607 2.21432
H 4.08258 2.19729 3.89264
H 1.88379 1.31161 3.31251
H -1.26658 -1.90347 0.68314
H -1.31386 -4.30162 1.26334
H 0.71069 -5.39756 2.16720
H 2.78408 -4.09010 2.49134
H 2.84062 -1.69429 1.90575
H -0.55505 -0.98391 3.35872
H -1.68225 0.11388 5.24856
H -2.01481 2.56141 5.24683
H -1.17233 3.91956 3.35161
H -0.01608 2.82908 1.47318
Br -2.40288 5.07601 -1.60743
C -1.93943 3.72965 -2.84941
C -2.85697 3.42718 -3.83770
C -2.57225 2.44309 -4.78257
C -1.36591 1.77444 -4.74262
C -0.45031 2.07810 -3.74003
C -0.72838 3.03978 -2.77278
C 0.33093 3.29575 -1.73437
O 0.70629 4.39967 -1.45260
O 0.82375 2.18159 -1.19290
H -3.79354 3.96728 -3.87119
H -3.30049 2.21577 -5.55072
H -1.12413 1.02128 -5.48025
H 0.51837 1.59497 -3.73268
C -4.25371 1.43625 -0.93539
S -2.75727 0.79289 -0.28669
O -2.16336 -0.13889 -1.31112
O -3.03248 0.16044 0.96746
O -1.77955 1.91142 -0.26512
H -5.05964 0.75356 -0.67812
H -4.14240 1.53722 -2.01339
H -4.39961 2.41169 -0.47256
S 0.40225 -0.86219 -2.69473
C 0.39447 -2.53821 -2.11323
C 1.55162 -3.14186 -1.62692
C 1.56025 -4.50016 -1.34173
C 0.41923 -5.26599 -1.53807
C -0.74052 -4.66322 -2.00927
C -0.75428 -3.30575 -2.29671
H 2.44587 -2.54900 -1.49081
H 2.46552 -4.96136 -0.96667
H 0.43448 -6.32733 -1.32687
H -1.63524 -5.25364 -2.16297
H -1.64991 -2.83160 -2.67831

Properties
- spin multiplicity = 2
- frontier orbital gap (alpha / beta) (eV) = 7.521 / 8.249